[1]
C31H36IrN4PS3Se | wB97M-V/def2-TZVPD

Values from the calculation:
Net charge: 0
Spin multiplicity: 5
<S²>: 6.05
Energy above the lowest of the compared OMol25 structures with the same formula, charge and spin: 0.00 kcal/mol
Orbital gap (alpha / beta): 6.90 / 4.76 eV
LUMO (alpha / beta): 0.018 / -2.815 eV
DFT total energy: -148671.2654 eV

Cartesian coordinates (Å):
Ir 1.2952 0.9545 -0.2185
C 3.7063 -2.2406 -0.0339
C 4.0598 -1.1753 -1.0770
C 5.0166 -1.7475 -2.1239
P 2.5289 -0.3637 -1.7197
C 2.8695 0.2096 -3.4261
C 1.5700 0.6586 -4.0921
C 3.8667 1.3681 -3.3636
C 1.3071 -1.7156 -1.9580
C 1.5682 -2.8744 -2.6597
C 0.6002 -3.8648 -2.8534
C 0.9228 -5.1285 -3.5910
C -0.6924 -3.6547 -2.3367
C -1.0068 -2.5179 -1.6468
C -0.0095 -1.5220 -1.4192
N -0.2722 -0.3932 -0.7593
C -1.6131 -0.0891 -0.3357
C -2.0438 -0.5179 0.9160
C -1.1423 -1.3208 1.8050
C -3.3313 -0.1773 1.3101
C -4.1750 0.5658 0.4933
C -5.5554 0.9457 0.9550
C -3.7022 0.9748 -0.7465
C -2.4208 0.6649 -1.1819
C -1.9190 1.1337 -2.5198
H 4.5922 -2.4798 0.5570
H 3.3628 -3.1568 -0.5177
H 2.9328 -1.9015 0.6556
H 4.5594 -0.3537 -0.5545
H 4.6064 -2.6396 -2.6008
H 5.9434 -2.0486 -1.6311
H 5.2785 -1.0363 -2.9060
H 3.2922 -0.6316 -3.9848
H 1.1019 1.4591 -3.5140
H 0.8508 -0.1568 -4.1890
H 1.7818 1.0423 -5.0920
H 3.4148 2.2198 -2.8502
H 4.1372 1.6851 -4.3722
H 4.7864 1.1130 -2.8346
H 2.5493 -3.0246 -3.0947
H 1.8748 -5.0549 -4.1146
H 0.1455 -5.3690 -4.3174
H 0.9863 -5.9690 -2.8955
H -1.4539 -4.4088 -2.4975
H -2.0041 -2.3569 -1.2590
H -0.1530 -0.8690 1.8548
H -1.0057 -2.3410 1.4321
H -1.5431 -1.3846 2.8166
H -3.6763 -0.4970 2.2881
H -5.9664 0.1962 1.6312
H -6.2367 1.0591 0.1119
H -5.5312 1.8974 1.4906
H -4.3370 1.5771 -1.3878
H -2.6489 1.7885 -2.9932
H -1.7253 0.2949 -3.1952
H -0.9847 1.6888 -2.4124
S -0.6431 -0.5443 6.1915
C 0.1750 0.2018 4.9638
S 1.5144 -0.5119 4.1200
C 1.5685 0.8281 3.0182
N 0.7139 1.7512 3.2800
N -0.0596 1.3989 4.3655
C -1.1009 2.3242 4.7081
C -1.2940 2.7068 6.0240
C -2.3012 3.6150 6.3169
C -3.0949 4.1346 5.3033
C -2.8767 3.7513 3.9860
C -1.8767 2.8418 3.6821
S 2.6819 0.8376 1.6592
H -0.6690 2.2984 6.8045
H -2.4596 3.9208 7.3431
H -3.8823 4.8392 5.5392
H -3.4844 4.1573 3.1875
H -1.6897 2.5434 2.6592
Se 0.9742 3.3405 -0.6681
C -0.7428 3.4769 0.0229
N -1.8104 3.5743 0.4529


[2]
H14O35Pb2S7Zn3 | wB97M-V/def2-TZVPD

Values from the calculation:
Net charge: -3
Spin multiplicity: 2
<S²>: 0.76
Orbital gap (alpha / beta): 4.91 / 4.44 eV
LUMO (alpha / beta): 3.814 / 3.673 eV
DFT total energy: -303491.8409 eV

Cartesian coordinates (Å):
Zn 8.6125 8.1681 21.9293
Zn 12.8179 11.0602 19.2472
Zn 7.4392 9.6857 17.4933
Pb 10.9320 9.0497 16.5833
Pb 9.8009 13.7837 19.6483
S 11.0693 12.6653 16.9355
O 12.0433 13.5096 16.2348
O 10.7830 11.4572 16.1507
O 11.6003 12.3611 18.2565
O 9.7899 13.3983 17.1469
S 8.5149 8.7910 14.4822
O 8.0013 7.4073 14.2126
O 8.2007 9.1804 15.8398
O 9.9662 8.9976 14.2491
O 7.6309 9.5692 13.6299
S 5.3570 7.8552 21.6162
O 6.7817 8.1786 21.3943
O 4.7209 9.0461 22.1258
O 4.7214 7.3748 20.4122
O 5.3897 6.8739 22.6726
S 13.8313 10.2335 16.3317
O 15.2008 9.8346 16.5482
O 13.8377 11.5801 15.7378
O 13.1501 9.2936 15.4309
O 13.0298 10.1774 17.5380
S 9.7377 10.1385 19.4882
O 9.1931 9.7934 18.2208
O 9.2690 9.2690 20.5311
O 11.1999 9.9178 19.3118
O 9.3599 11.5434 19.8233
S 7.2511 6.4771 17.6905
O 7.4227 7.8733 18.0161
O 6.8880 6.4140 16.3043
O 8.4901 5.6884 17.9816
O 6.1224 6.0895 18.5505
S 12.2748 12.8713 21.9958
O 10.9693 13.4935 21.8389
O 12.3387 12.1374 23.2280
O 12.4087 11.9144 20.9068
O 13.3162 13.8886 21.9160
O 8.7242 12.4990 22.2913
H 9.5393 12.9805 22.4327
H 8.9926 11.7016 21.8348
O 7.6252 11.7181 17.2420
H 6.8723 12.3090 17.2265
H 8.3742 12.2882 17.4154
O 10.6251 7.8278 22.4344
H 11.0722 6.9834 22.3778
H 11.3151 8.4497 22.6652
O 13.9427 9.5999 20.1856
H 14.0471 9.2266 21.0607
H 14.6518 9.2117 19.6729
O 8.7925 6.5221 20.6133
H 8.2790 6.6594 19.8173
H 9.2707 5.7085 20.4530
O 11.9706 7.5711 18.4707
H 11.7954 8.2283 19.1442
H 12.1522 6.7686 18.9598
O 6.5984 10.0318 19.3822
H 6.4482 10.5610 20.1656
H 6.2501 9.1686 19.6052


[3]
CH3NO2S | wB97M-V/def2-TZVPD

Values from the calculation:
Net charge: 0
Spin multiplicity: 1
Energy above the lowest of the compared OMol25 structures with the same formula, charge and spin: 92.79 kcal/mol
Orbital gap: 8.07 eV
LUMO: -1.497 eV
DFT total energy: -17501.4461 eV

Cartesian coordinates (Å):
C -1.2708 0.1937 -0.0470
N 1.6714 -0.2597 0.0183
O 1.2154 -1.3085 0.1251
O 2.7962 0.1619 0.0063
S 0.0352 1.3549 -0.3052
H -0.5914 -0.6478 0.2371
H -1.9688 -0.1010 -0.8571
H -1.8872 0.6065 0.8225


[4]
C5H14N2O | wB97M-V/def2-TZVPD

Values from the calculation:
Net charge: 0
Spin multiplicity: 1
Energy above the lowest of the compared OMol25 structures with the same formula, charge and spin: 51.99 kcal/mol
Structure (SMILES): CCC/C(N)=C/N.O
Orbital gap: 7.78 eV
LUMO: 0.715 eV
DFT total energy: -10438.7737 eV

Cartesian coordinates (Å):
C -2.5820 -0.7466 0.4030
C -2.0203 0.3002 1.4098
C -0.6336 -0.0620 1.9470
C 0.5166 0.2603 1.0346
C 0.9144 1.5380 0.9422
N 1.9332 2.0598 0.1349
N 0.8572 -0.6804 0.0053
H -2.7897 -0.2785 -0.5543
H -3.5168 -1.1080 0.8030
H -1.9326 -1.6175 0.3608
H -2.7379 0.3777 2.2174
H -1.9575 1.2927 0.9603
H -0.4086 0.2848 2.9554
H -0.6676 -1.1429 2.1679
H 0.3311 2.2589 1.4997
H 2.0738 1.6406 -0.7761
H 1.9450 3.0632 0.1052
H 1.8140 -0.4937 -0.2429
H 0.4979 -1.6040 0.1564
H 3.2333 -2.4359 -5.0507
H 2.1301 -1.3416 -5.0681
O 3.0000 -1.5649 -5.4107


[5]
C5H8N2 | wB97M-V/def2-TZVPD

Values from the calculation:
Net charge: +1
Spin multiplicity: 2
<S²>: 0.78
Energy above the lowest of the compared OMol25 structures with the same formula, charge and spin: 89.67 kcal/mol
Orbital gap (alpha / beta): 6.78 / 7.32 eV
LUMO (alpha / beta): -7.086 / -7.063 eV
DFT total energy: -8282.3027 eV

Cartesian coordinates (Å):
C -0.1269 -0.8592 1.6405
C -0.2570 -1.9174 0.6873
C -0.6712 -0.3229 0.2217
C 0.3395 0.1542 -0.7328
N 1.7020 2.0223 -1.4690
C 0.8977 1.4442 -0.6379
N -1.9155 -0.3180 0.2243
H 0.7896 -0.3336 1.8790
H 2.0140 1.3772 -2.1991
H -0.8638 -0.9244 2.4260
H 0.6562 -2.3934 0.3446
H -1.1551 -2.4980 0.7746
H 0.4699 -0.4789 -1.6022
H 0.5711 1.9763 0.2613
H -2.2785 0.4327 -0.3861


Q: What is the formula in the third record?
A: CH3NO2S